(i)
The following is a DFT calculation (ωB97M-V/def2-TZVPD) of 6 unconnected molecules or ions with the total composition H12O5S2.

XYZ file:
```
19
H12O5S2, DFT ωB97M-V/def2-TZVPD
S -1.781 2.809 -3.158
S -3.331 2.658 -1.695
H -2.038 4.061 -3.605
H -2.576 1.721 -1.093
O -1.952 0.902 2.958
H -1.565 1.759 2.758
H -2.741 0.953 3.479
O 1.375 1.347 2.834
H 1.708 0.564 2.413
H 1.867 1.951 2.275
O -0.404 -1.036 0.304
H -1.082 -1.702 0.200
H -0.555 -0.687 1.195
O 2.376 -1.725 -0.636
H 2.821 -2.062 0.167
H 1.621 -1.203 -0.292
O 1.748 -3.638 -2.735
H 1.953 -2.887 -2.130
H 2.556 -3.785 -3.240
```

The orbital gap is 8.8 eV.



(ii)
The following is a DFT calculation (ωB97M-V/def2-TZVPD) of 6 unconnected molecules or ions with the total composition H12O5S2.

XYZ file:
```
19
H12O5S2, DFT ωB97M-V/def2-TZVPD
S 0.741 0.810 -2.167
S 2.293 0.556 -0.797
H 0.334 2.049 -1.783
H 1.781 -0.519 -0.173
O -1.277 -2.029 -0.910
H -1.894 -2.737 -0.611
H -1.939 -1.306 -0.993
O -1.817 -0.971 2.950
H -2.560 -0.856 3.527
H -1.406 -0.120 2.655
O -2.500 0.359 -0.015
H -1.847 0.552 0.668
H -2.544 0.886 -0.832
O 0.582 -1.223 1.476
H 0.048 -1.456 2.184
H 0.047 -1.564 0.733
O 0.042 1.434 1.408
H 0.442 0.627 1.053
H 0.755 2.010 1.723
```

The orbital gap is 9.3 eV.



(iii)
The following is a DFT calculation (ωB97M-V/def2-TZVPD) of 6 unconnected molecules or ions with the total composition H12O5S2.

XYZ file:
```
19
H12O5S2, DFT ωB97M-V/def2-TZVPD
S -2.003 -1.544 2.982
S -1.805 -2.049 0.929
H -1.749 -0.227 2.919
H -0.601 -2.636 1.119
O 1.701 1.414 -1.015
H 1.977 2.220 -0.593
H 1.579 1.478 -1.954
O 4.215 0.923 -5.870
H 4.327 0.395 -6.661
H 3.363 1.401 -5.904
O 0.024 3.734 -0.174
H -0.661 4.364 -0.200
H -0.332 2.869 0.109
O 1.355 -1.356 -0.126
H 2.246 -1.618 0.099
H 1.616 -0.447 -0.441
O -0.743 1.322 0.908
H -1.309 0.803 0.371
H 0.118 0.978 0.752
```

The orbital gap is 9.5 eV.



(ii) is the most stable structure; the next one sits 6.1 kJ/mol above it.



(i)
The following is a DFT calculation (ωB97M-V/def2-TZVPD) of C3H4P2 in the gas phase.

XYZ file:
```
9
C3H4P2, DFT ωB97M-V/def2-TZVPD
C -1.488 -0.551 0.011
C -0.426 0.216 0.319
C 0.971 0.047 -0.171
P 1.944 1.480 -0.874
P 2.385 0.529 0.793
H -2.473 -0.138 0.259
H -1.383 -1.543 -0.612
H -0.537 1.051 1.044
H 1.007 -1.091 -0.769
```

The orbital gap is 7.9 eV.



(ii)
The following is a DFT calculation (ωB97M-V/def2-TZVPD) of C3H4P2 in the gas phase.

XYZ file:
```
9
C3H4P2, DFT ωB97M-V/def2-TZVPD
C 1.375 -1.250 0.077
C 0.229 -0.919 -0.442
P -0.973 -0.352 -1.471
P -2.795 -0.546 -0.136
C -1.726 0.965 -0.411
H 2.324 -0.651 -0.086
H 1.473 -2.132 0.771
H -1.211 1.266 0.481
H -2.084 1.808 -0.933
```

The orbital gap (spin up / spin down) is 7.5 / 6.3 eV.



(i) is the most stable structure; the next one sits 157.7 kJ/mol above it.



(i)
The following is a DFT calculation (ωB97M-V/def2-TZVPD) of a molecular structure, C3H3OP.

XYZ file:
```
8
C3H3OP, DFT ωB97M-V/def2-TZVPD
C 0.126 0.980 -0.632
C 0.000 -0.773 -1.818
C -0.082 -0.440 -0.380
O 0.692 -1.383 -2.553
P -0.280 1.486 -2.185
H 0.472 1.544 0.121
H 0.654 -0.889 0.412
H -1.125 -0.727 -0.046
```

As for the multiplicity: 3. The orbital gap (spin up / spin down) is 6.2 / 7.6 eV.



(ii)
The following is a DFT calculation (ωB97M-V/def2-TZVPD) of C3H3OP in the gas phase.

XYZ file:
```
8
C3H3OP, DFT ωB97M-V/def2-TZVPD
C 1.057 -0.606 -0.022
C 0.212 0.541 -0.563
C -1.041 0.631 -0.262
O -1.960 -0.094 0.349
P 2.690 -0.522 0.067
H 0.439 -1.420 0.323
H 0.711 1.281 -1.158
H -2.107 0.188 1.265
```

As for the multiplicity: 3. The orbital gap (spin up / spin down) is 7.9 / 7.7 eV.



(ii) is the most stable structure; the next one sits 28.1 kJ/mol above it.



(i)
The following is a DFT calculation (ωB97M-V/def2-TZVPD) of 14 unconnected molecules or ions with the total composition H28O14.

XYZ file:
```
42
H28O14, DFT ωB97M-V/def2-TZVPD
O -45.113 12.136 3.072
H -45.711 12.794 3.425
H -45.499 11.299 3.329
O -41.375 9.609 1.833
H -42.112 9.384 1.266
H -41.002 8.765 2.089
O -41.363 11.048 -0.723
H -41.529 11.866 -0.255
H -40.804 10.543 -0.133
O -42.744 14.787 5.672
H -42.505 14.866 4.749
H -43.198 15.605 5.874
O -40.290 11.480 5.123
H -40.794 11.680 5.912
H -40.882 11.691 4.401
O -40.912 15.246 2.842
H -40.783 14.300 2.777
H -40.034 15.598 2.991
O -41.611 13.677 0.063
H -41.819 14.516 -0.348
H -42.462 13.303 0.289
O -39.118 12.597 2.823
H -38.647 11.835 2.486
H -39.285 12.389 3.742
O -43.818 15.231 2.234
H -42.879 15.376 2.345
H -43.883 14.349 1.869
O -42.188 12.244 3.393
H -41.655 11.844 2.706
H -43.086 11.998 3.174
O -44.241 10.694 6.013
H -43.945 10.181 5.261
H -44.971 10.191 6.374
O -44.761 13.156 6.092
H -44.499 12.285 5.795
H -44.030 13.723 5.848
O -44.069 12.865 0.604
H -44.546 12.872 -0.225
H -44.597 12.314 1.181
O -43.698 9.185 3.550
H -44.314 9.335 2.832
H -42.845 9.108 3.122
```

As for the multiplicity: 2. The orbital gap (spin up / spin down) is 9.6 / 3.0 eV. The net charge is +1.



(ii)
The following is a DFT calculation (ωB97M-V/def2-TZVPD) of 14 unconnected molecules or ions with the total composition H28O14.

XYZ file:
```
42
H28O14, DFT ωB97M-V/def2-TZVPD
O 7.511 -21.289 -8.336
H 7.501 -21.895 -9.077
H 7.176 -21.802 -7.602
O 8.474 -22.793 -10.760
H 7.984 -22.090 -11.188
H 8.019 -23.594 -11.019
O 8.120 -20.093 -11.624
H 7.975 -19.588 -10.823
H 8.009 -19.458 -12.331
O 10.172 -19.554 -7.816
H 10.932 -19.248 -8.312
H 9.593 -19.936 -8.475
O 6.160 -16.592 -11.581
H 6.684 -17.023 -12.256
H 5.489 -17.235 -11.351
O 6.063 -22.016 -12.600
H 6.186 -21.191 -13.070
H 5.118 -22.074 -12.461
O 9.007 -19.626 -15.152
H 9.391 -20.500 -15.223
H 8.861 -19.354 -16.059
O 11.517 -18.748 -10.683
H 10.681 -18.318 -10.860
H 12.162 -18.221 -11.154
O 7.179 -18.441 -13.627
H 6.431 -18.322 -14.211
H 7.859 -18.822 -14.182
O 7.643 -18.808 -9.390
H 7.494 -19.664 -8.987
H 7.417 -18.178 -8.707
O 10.612 -21.006 -12.767
H 11.357 -20.534 -12.396
H 9.861 -20.713 -12.251
O 10.782 -18.045 -13.769
H 10.259 -18.403 -14.486
H 10.224 -18.135 -12.997
O 9.210 -17.147 -11.231
H 8.759 -16.303 -11.259
H 8.674 -17.686 -10.648
O 4.895 -20.599 -9.478
H 4.880 -21.470 -9.082
H 5.448 -20.697 -10.253
```

As for the multiplicity: 2. The orbital gap (spin up / spin down) is 9.8 / 2.8 eV. The net charge is +1.



(i) is the most stable structure; the next one sits 18.9 kJ/mol above it.



(i)
The following is a DFT calculation (ωB97M-V/def2-TZVPD) of a molecular structure, C3H7BO2.

XYZ file:
```
13
C3H7BO2, DFT ωB97M-V/def2-TZVPD
B -1.067 -0.246 1.952
C -0.692 -0.212 -0.035
C 0.504 0.223 -0.483
C 0.950 0.180 -1.897
O -0.059 -0.402 2.798
O -2.394 -0.095 2.221
H -1.543 -0.686 -0.498
H 1.173 0.724 0.050
H 0.220 -0.503 -2.471
H 1.927 -0.281 -2.110
H 1.053 1.315 -2.340
H -0.258 0.064 3.668
H -2.614 -0.398 3.052
```

The orbital gap is 9.2 eV.



(ii)
The following is a DFT calculation (ωB97M-V/def2-TZVPD) of C3H7BO2 in the gas phase.

XYZ file:
```
13
C3H7BO2, DFT ωB97M-V/def2-TZVPD
C -1.074 -1.088 0.612
C -0.459 -0.268 -0.221
C -1.294 0.838 -0.756
B 1.299 0.003 -0.001
O 2.077 -0.781 -0.735
O 1.546 0.925 0.992
H -2.150 -1.093 0.707
H -0.604 -1.865 1.233
H -0.727 1.764 -1.020
H -1.853 0.395 -1.688
H -2.088 0.971 0.020
H 3.072 -0.548 -0.773
H 2.256 0.746 1.631
```

The orbital gap is 9.1 eV.



(ii) is the most stable structure; the next one sits 90.2 kJ/mol above it.



(i)
The following is a DFT calculation (ωB97M-V/def2-TZVPD) of a molecular structure, CHBrFI.

XYZ file:
```
5
CHBrFI, DFT ωB97M-V/def2-TZVPD
C 0.048 0.043 0.095
F 0.258 0.100 1.397
Br 0.004 -1.801 -0.491
I -1.673 1.139 -0.474
H 1.362 0.519 -0.526
```

The orbital gap is 9.6 eV.



(ii)
The following is a DFT calculation (ωB97M-V/def2-TZVPD) of a molecular structure, CHBrFI.

XYZ file:
```
5
CHBrFI, DFT ωB97M-V/def2-TZVPD
C -0.144 0.033 -0.300
F 0.312 -0.443 -1.451
Br -0.020 2.013 -0.141
I -1.966 -0.770 0.428
H 1.818 -0.833 1.463
```

The orbital gap (spin up / spin down) is 8.4 / 9.0 eV.



(i) is the most stable structure; the next one sits 274.2 kJ/mol above it.